Entry 1:
DFT (ωB97M-V with the def2-TZVPD basis set) results for a molecular structure, C44H36N5PPtS4.

Summary:
Frontier orbital gap (alpha / beta) ... 5.491 / 4.680 eV
Spin multiplicity ... 5
DFT total energy ... -4024.903313 Eh
HOMO level (alpha / beta) ... -11.73 / -13.04 eV
Charge ... +2

CARTESIAN COORDINATES (ANGSTROEM)
C: -3.633 1.972 -3.793
H: 2.300 -4.744 -2.156
H: -1.554 3.939 -1.482
H: 0.698 -0.845 5.444
S: -0.478 0.532 2.035
P: -1.179 -1.342 -1.870
H: 1.696 2.037 8.983
C: 5.545 -2.722 1.122
C: 6.858 -2.704 1.583
C: -4.986 2.119 -4.122
C: 2.916 -0.020 4.161
C: 0.354 -5.582 -2.517
C: -1.501 -4.055 -2.404
H: 5.294 1.815 1.442
S: -3.694 2.524 0.184
C: -5.932 2.384 -3.126
H: 3.503 2.029 3.839
N: 3.490 0.966 2.028
C: -5.763 -1.218 -1.789
Pt: -0.281 0.021 -0.227
C: 1.166 1.090 7.133
H: -3.094 -1.080 0.294
N: 1.509 0.157 3.806
C: -4.176 2.374 -1.447
H: -6.255 2.722 -1.033
H: 3.822 -1.552 0.609
N: -5.656 1.771 -6.593
N: -0.908 3.305 -1.947
H: -0.036 3.273 -1.417
C: 1.053 3.460 7.515
C: -3.248 2.097 -2.484
C: 4.673 0.966 1.155
H: 1.382 0.091 7.496
H: 0.035 2.696 4.374
C: -0.200 -0.993 -4.501
H: 0.731 -6.585 -2.672
H: -2.929 1.736 -4.578
S: 1.868 0.907 -0.103
C: -5.525 2.515 -1.804
C: 6.757 -0.309 1.753
C: -3.654 -1.157 -0.632
C: 1.207 0.458 2.539
C: 0.172 1.154 -5.544
C: -7.329 2.491 -3.459
H: 3.241 -1.020 3.858
C: 0.757 -3.267 -2.027
C: 0.701 1.269 5.837
H: 1.442 -2.460 -1.785
H: -6.845 -1.199 -1.766
H: -0.446 2.871 -4.392
C: -1.008 -5.339 -2.599
H: -0.463 0.061 4.481
C: 3.745 1.030 3.468
C: 4.845 -1.536 0.974
C: -5.380 1.941 -5.492
C: 0.242 -0.229 -5.580
C: 1.340 2.185 7.972
C: -0.616 -3.019 -2.126
H: 0.653 -0.726 -6.448
H: 8.484 -1.479 2.252
N: -8.443 2.554 -3.724
H: 0.351 4.640 5.864
H: 0.537 1.744 -6.373
C: 0.586 3.645 6.217
C: -0.729 -0.385 -3.372
H: -0.115 -2.072 -4.536
H: -1.693 -6.149 -2.812
C: -0.813 1.016 -3.377
C: 1.239 -4.547 -2.230
H: -2.567 -3.874 -2.462
C: -5.042 -1.119 -0.605
H: -3.202 -1.512 -3.984
H: 5.073 -3.664 0.874
H: 4.803 0.835 3.635
H: 7.234 0.634 1.997
C: 2.238 0.737 1.610
H: 7.406 -3.630 1.695
C: -3.716 -1.399 -3.035
C: 0.537 0.092 4.909
C: 0.410 2.553 5.383
S: -1.571 1.768 -1.951
C: -2.985 -1.295 -1.849
C: 5.448 -0.321 1.291
C: 7.463 -1.498 1.895
C: -0.374 1.792 -4.435
H: -5.665 -1.451 -3.923
H: -5.560 -1.020 0.340
H: 3.013 0.072 5.241
H: 4.346 1.127 0.130
H: 1.184 4.312 8.169
C: -5.101 -1.358 -3.004

***

Entry 2:
DFT (ωB97M-V with the def2-TZVPD basis set) results for a molecular structure, C44H37HgN10O2 at a distorted geometry.

Summary:
Frontier orbital gap (alpha / beta) ... 3.594 / 4.048 eV
Spin multiplicity ... 2
DFT total energy ... -2550.244919 Eh
HOMO level (alpha / beta) ... 0.22 / -0.23 eV
Charge ... -2

CARTESIAN COORDINATES (ANGSTROEM)
H: -1.082 -5.794 -3.445
H: 4.875 -3.493 -1.446
H: 3.110 3.099 3.770
C: -1.519 4.541 -0.050
C: 3.424 -1.044 0.988
H: 1.249 -1.789 4.905
Hg: -0.634 0.271 -0.371
H: -3.877 -0.668 -3.662
C: -3.030 2.790 1.452
H: -2.647 -2.158 -5.052
C: -3.550 4.057 1.180
C: 4.899 -0.941 -3.230
H: -2.295 -4.587 -5.251
C: 5.082 -0.177 2.449
C: 0.352 4.239 2.189
C: -0.836 -4.045 -2.231
H: 5.186 -2.139 1.561
H: 2.760 -3.697 4.890
H: 3.117 -3.040 -3.695
C: 7.247 -3.008 0.968
C: 3.158 -4.918 3.180
C: -1.930 -4.060 -4.376
H: 2.378 1.739 -1.427
C: 1.486 -1.882 -2.698
H: 3.036 -1.825 0.337
C: 3.081 1.030 1.903
N: 7.311 0.156 -0.945
H: -0.397 5.021 2.219
N: 1.508 -0.648 -2.091
O: -1.912 -0.642 -3.008
N: 0.028 -2.796 -0.126
C: 7.681 -1.730 0.687
H: 0.365 2.748 -1.425
C: 4.302 0.960 2.571
C: -1.048 -2.652 -2.058
C: -1.264 -4.727 -3.359
C: 2.723 -2.179 -3.177
H: -1.375 2.579 -1.761
H: 3.390 -5.919 1.278
C: 2.858 -5.144 1.822
H: -0.336 -4.566 -1.426
C: -2.752 4.910 0.372
C: 6.105 -1.728 -1.152
N: -1.864 2.326 1.071
H: 1.678 -4.548 0.138
N: -0.729 -2.006 -0.904
C: 0.913 -2.027 3.898
C: 1.195 -3.364 1.860
H: 4.645 1.786 3.183
C: 1.540 -3.106 3.221
C: -0.948 3.171 0.270
C: 2.164 2.197 2.044
N: 3.527 -1.098 -2.842
C: 0.274 3.250 1.207
H: 1.469 4.941 3.878
C: 7.091 -1.082 -0.399
C: 4.629 -1.217 1.656
C: 6.254 -3.643 0.204
C: 2.728 -0.197 -2.182
C: 2.305 3.148 3.048
C: 1.382 4.184 3.107
C: -0.073 -1.300 3.293
C: 2.514 -3.906 3.852
H: 8.447 -1.242 1.275
C: 3.225 1.075 -1.588
H: 3.677 0.876 -0.611
N: 5.796 -0.818 -2.111
H: 5.939 -4.644 0.467
C: 0.191 -2.568 1.193
C: -2.959 -0.079 -3.759
C: 1.906 -4.382 1.184
C: -1.719 -1.988 -3.134
H: -3.620 2.080 2.035
N: 6.543 0.300 -1.953
O: -1.552 -0.969 1.489
H: 0.584 -2.471 -2.740
C: -0.595 2.403 -1.024
N: 1.188 2.284 1.142
H: 7.682 -3.541 1.805
H: 5.038 -0.045 -3.835
H: -0.551 -0.462 3.792
H: -4.531 4.355 1.526
C: -0.544 -1.580 1.961
N: 2.672 0.042 1.103
C: 5.659 -3.016 -0.871
H: 3.980 1.553 -2.215
H: -3.152 5.878 0.075
H: 5.165 -1.812 -3.826
H: -0.937 5.175 -0.716
H: 6.035 -0.250 2.960
H: -2.702 0.004 -4.822
C: -2.144 -2.683 -4.249
H: -3.127 0.914 -3.352
H: 3.893 -5.534 3.690

***

Entry 3:
DFT (ωB97M-V with the def2-TZVPD basis set) results for a molecular structure, C44H38BF6InN6OP at a distorted geometry.

Summary:
Frontier orbital gap ... 6.385 eV
DFT total energy ... -3259.090193 Eh
HOMO level ... -4.91 eV
Charge ... -1

CARTESIAN COORDINATES (ANGSTROEM)
C: -5.853 -1.039 -3.189
H: 5.057 -0.883 6.441
C: -0.717 1.128 0.341
C: 0.418 1.361 2.560
H: 2.782 -3.279 -3.081
C: -4.915 -0.814 -2.191
C: -0.701 2.572 4.374
H: -1.321 -2.888 -1.158
C: -4.070 -1.794 -4.627
H: 0.606 -1.150 3.291
C: 4.093 -1.751 -6.460
C: -3.075 -2.167 3.511
H: -5.259 0.917 3.910
C: -4.877 0.289 1.373
N: -3.600 -1.102 -2.381
C: 2.925 1.635 0.909
F: -3.102 1.536 -1.754
C: 4.654 -2.955 -5.934
H: -5.958 0.081 1.346
H: 2.271 5.004 1.269
C: -4.270 -0.420 2.559
H: 5.681 1.040 -0.992
H: -3.256 -2.487 5.627
C: -3.191 -1.551 -3.568
H: -0.711 1.311 -3.509
C: 4.020 0.961 0.324
C: 4.836 1.596 -0.575
H: -6.126 -1.832 -5.187
N: -3.535 -1.528 2.419
N: 0.010 -0.521 -2.377
H: -0.790 1.917 -0.374
H: 4.488 -1.321 -7.372
H: -6.878 -0.768 -3.051
C: 4.199 -3.494 -4.713
C: 4.867 0.478 4.763
H: 0.166 0.520 0.059
H: 1.319 -2.154 -2.009
C: -0.062 0.447 -3.457
P: 1.871 0.481 1.879
C: 3.152 -2.893 -4.022
C: -1.885 2.161 2.302
C: 0.433 1.917 3.845
F: -2.689 1.559 -4.096
H: 2.669 -0.171 -6.098
C: 0.965 0.193 -4.291
H: -2.787 2.364 1.734
In: -2.369 -0.442 -0.427
H: 3.296 4.620 -0.577
C: 3.218 -1.098 5.395
H: -2.315 -2.941 3.351
C: 2.634 -1.672 -4.529
F: -1.448 2.895 -2.653
N: -4.411 -0.150 0.088
H: 0.887 3.884 1.226
C: -4.717 0.008 3.821
N: 1.631 -0.985 -3.804
H: 1.350 1.865 4.383
H: 5.799 1.033 4.958
H: -2.713 3.155 3.930
H: -0.732 3.045 5.379
C: 5.844 -3.487 -6.521
H: 5.374 3.444 -1.542
C: -5.439 -1.630 -4.381
H: -4.631 -0.458 5.997
H: -2.085 -1.718 -3.660
H: 1.617 -2.727 3.394
N: 6.839 -3.840 -7.042
H: -4.714 1.424 1.437
C: 2.450 -0.848 4.260
C: -3.535 -1.881 4.777
H: -3.652 -2.072 -5.569
C: 2.758 3.007 0.631
C: 1.954 3.972 1.472
F: -2.475 -3.488 0.272
C: 4.430 -0.496 5.606
H: 1.236 0.653 -5.229
F: -3.801 3.344 -2.968
C: 1.323 -1.761 3.891
C: -1.836 2.657 3.589
H: 4.469 1.618 3.032
O: -6.592 0.163 -0.766
C: 3.556 3.597 -0.327
C: 3.087 -1.115 -5.739
C: -0.783 1.542 1.730
C: -4.374 -0.759 4.953
C: -5.408 -0.190 -0.908
H: 4.220 -0.077 0.658
C: 4.633 2.943 -0.904
C: -1.636 -2.466 -0.174
C: 2.892 0.142 3.358
C: 4.099 0.835 3.653
H: 2.833 -1.896 6.056
H: 4.669 -4.403 -4.338
C: 1.005 -1.338 -2.662
B: -2.765 2.423 -2.940
H: 0.866 -2.086 4.823
F: -0.452 -2.527 0.613
H: 2.058 3.777 2.555

***

Entry 4:
DFT (ωB97M-V with the def2-TZVPD basis set) results for a molecular structure, C44H38EuN5O4Sb at a distorted geometry.

Summary:
Frontier orbital gap (alpha / beta) ... 6.555 / 8.229 eV
Spin multiplicity ... 8
DFT total energy ... -3224.855208 Eh
HOMO level (alpha / beta) ... -6.30 / -7.97 eV
Charge ... 0

CARTESIAN COORDINATES (ANGSTROEM)
C: -19.646 -2.960 3.851
H: -15.572 -9.528 1.615
H: -15.963 -0.249 1.505
H: -16.399 -10.294 0.141
C: -15.991 -1.103 0.789
C: -19.393 -4.358 -0.632
C: -18.685 -6.065 6.906
H: -21.811 -3.657 4.945
C: -16.079 -7.578 5.779
C: -21.236 -5.596 4.503
Sb: -19.243 -5.016 4.035
C: -17.155 -8.605 3.370
H: -20.838 0.733 3.020
C: -22.678 -7.375 5.125
C: -16.243 -2.405 1.226
O: -16.676 -5.458 -1.242
H: -16.526 -9.532 6.559
O: -16.252 -4.025 2.966
C: -20.207 -5.529 -2.585
H: -16.216 -1.807 -2.488
H: -13.673 -5.660 0.140
O: -16.536 -4.082 -3.051
C: -17.253 -4.263 6.160
H: -18.730 -9.823 -0.039
Eu: -16.873 -5.712 1.303
H: -15.461 -4.004 7.340
C: -16.137 -0.856 -0.547
C: -19.638 -7.948 0.253
C: -15.137 -8.586 -0.167
N: -19.397 -5.511 0.158
C: -19.281 -1.865 4.599
C: -20.316 -2.659 2.683
H: -20.633 -7.563 -2.108
H: -24.720 -6.680 5.557
H: -18.910 -8.847 2.366
C: -16.215 -1.870 -1.448
C: -13.547 -8.363 -1.961
H: -20.619 -5.504 -3.579
C: -21.421 -6.950 4.761
C: -14.508 -9.141 -1.274
H: -19.464 0.216 5.121
H: -20.630 -3.518 2.007
N: -16.513 -3.373 0.417
H: -19.151 -3.474 0.010
C: -13.298 -7.035 -1.467
C: -18.449 -8.770 -0.047
H: -14.760 -10.138 -1.551
C: -16.344 -2.798 2.710
C: -19.759 -6.640 -0.476
C: -16.118 -9.320 0.645
H: -24.254 -4.354 5.490
C: -16.394 -3.139 -0.907
H: -21.275 -1.144 1.529
C: -16.207 -6.820 4.590
H: -18.777 -2.108 5.537
C: -16.574 -8.880 5.758
H: -22.803 -8.431 5.260
C: -13.939 -6.575 -0.295
H: -15.886 -5.772 4.544
H: -16.256 -5.412 9.100
C: -18.357 -5.104 5.990
H: -18.157 -6.943 8.834
H: -16.055 0.160 -0.846
C: -22.157 -4.656 4.896
C: -19.725 -4.339 -1.980
H: -17.857 -10.220 2.277
C: -23.451 -5.077 5.227
C: -17.176 -9.326 4.530
H: -20.653 -7.722 4.508
H: -19.808 -3.386 -2.451
H: -17.581 -10.339 4.500
H: -12.936 -8.786 -2.714
C: -16.756 -5.476 8.176
H: -12.479 -6.388 -1.937
C: -23.672 -6.445 5.351
N: -17.380 -8.593 0.984
C: -20.207 -6.669 -1.805
O: -16.536 -1.891 3.489
C: -17.922 -9.140 2.251
C: -17.962 -6.206 8.074
C: -16.585 -4.301 -1.851
H: -20.480 -8.538 -0.081
H: -18.092 -8.509 -1.012
C: -19.728 -0.545 4.376
H: -19.800 -7.701 1.324
H: -15.587 -7.102 6.654
N: -14.842 -7.360 0.328
C: -20.714 -1.355 2.430
N: -16.739 -7.301 3.483
H: -19.528 -6.745 6.779
C: -16.438 -4.488 7.221
H: -17.041 -3.525 5.377
C: -20.424 -0.271 3.207

***

Entry 5:
DFT (ωB97M-V with the def2-TZVPD basis set) results for a molecular structure, C44H38F6KN8O7PS3 at a distorted geometry.

Summary:
Frontier orbital gap ... 6.549 eV
DFT total energy ... -5399.478394 Eh
HOMO level ... -2.63 eV
Charge ... -2

CARTESIAN COORDINATES (ANGSTROEM)
C: -1.607 1.560 5.081
C: 2.545 -1.193 -3.821
O: 3.447 1.368 3.025
H: 2.151 -0.283 -4.260
H: 5.796 0.863 2.548
C: 2.373 4.007 -2.983
N: -3.075 2.744 -1.471
H: -3.697 -2.857 4.066
C: -7.083 2.759 0.282
C: -1.542 -4.106 3.146
H: 4.405 0.861 -3.915
O: 2.439 1.963 0.863
C: -0.998 2.839 -4.441
O: -2.238 -5.163 -2.654
C: -4.722 2.546 0.231
C: -0.452 -2.803 4.818
N: -2.461 2.235 0.839
H: 3.220 4.888 -4.749
O: 2.327 -0.336 1.653
O: -0.908 -1.120 -1.031
O: -1.006 -3.120 -3.323
F: 0.576 -5.378 -2.120
C: 5.684 0.041 -1.229
F: -2.232 -0.548 -3.653
H: 1.675 2.876 -1.302
H: 7.819 -0.099 -1.124
N: -0.982 -1.749 2.648
H: 1.703 2.142 5.477
H: 7.919 0.424 1.294
H: 1.785 4.880 -2.726
C: 6.962 0.385 0.786
C: -7.059 2.603 1.671
H: 0.011 -3.358 1.785
C: -1.007 -3.104 2.086
C: -3.253 2.223 1.962
H: -2.506 -4.518 2.841
C: -1.929 3.185 -3.492
C: -0.177 1.226 -2.928
N: -2.436 -3.143 -1.212
C: 3.908 2.874 -4.442
H: -1.631 -3.116 1.198
H: -2.498 1.171 5.558
C: 0.714 2.111 5.042
K: 0.123 0.317 0.446
H: -0.980 3.347 -5.400
H: -2.328 -0.373 3.479
H: 3.824 -4.481 -2.276
H: 4.537 2.866 -5.325
C: 4.575 0.582 0.825
H: 2.088 -2.360 -5.563
C: 3.504 -2.384 -1.980
C: -0.136 -4.561 -1.339
O: -3.209 -1.027 -0.150
C: 2.981 -3.553 -4.019
S: 3.063 0.928 1.700
H: -0.275 1.175 6.712
C: -5.853 2.415 2.345
C: 6.906 0.091 -0.572
C: -5.902 2.735 -0.459
C: 2.509 -2.369 -4.564
S: -1.578 -3.942 -2.287
C: -0.380 1.574 5.710
F: -3.951 0.004 -2.465
H: 0.628 1.475 -4.904
H: -0.568 -2.365 5.813
C: -0.045 -1.724 3.775
H: -2.674 3.949 -3.672
C: -3.289 2.476 -0.222
H: 0.510 0.427 -2.665
H: 0.964 -1.888 3.389
H: -0.854 -4.943 3.285
N: -1.043 1.576 -1.967
H: 0.303 -3.591 4.890
H: -3.016 -1.462 2.282
C: 3.173 4.009 -4.116
C: 4.498 0.291 -0.549
H: 2.932 -4.473 -4.589
C: 3.030 1.723 -2.501
C: 0.501 2.607 3.769
C: 3.838 1.744 -3.637
C: -3.099 -0.969 -2.754
N: -1.724 -3.435 4.440
H: -0.065 -0.724 4.209
C: 3.051 -1.173 -2.521
P: 2.825 0.266 -1.372
C: 2.301 2.873 -2.184
H: -5.893 2.849 -1.537
H: -2.826 -1.850 5.224
H: 5.657 -0.212 -2.283
H: -8.033 2.896 -0.221
C: -1.727 2.065 3.775
C: -1.972 2.502 -2.256
H: 1.325 3.040 3.222
S: -2.291 -1.540 -1.123
H: 3.858 -2.411 -0.954
C: -0.104 1.805 -4.175
C: 3.480 -3.555 -2.722
F: 0.656 -3.581 -0.927
C: -2.736 -2.379 4.272
C: -4.699 2.385 1.590
F: -3.791 -1.982 -3.279
N: -3.000 2.071 3.224
F: -0.545 -5.259 -0.271
N: -0.674 2.576 3.130
C: 5.791 0.629 1.490
H: -5.809 2.292 3.422
H: -7.990 2.632 2.226
C: -2.332 -1.406 3.129

***

Result set for energy relative to the best compared isomer or geometry (same formula, charge and spin): 45.4 9.5 24.3 49.3 27.9 kcal/mol, one per record in the order listed.